Record 1
The following is a quantum chemistry calculation of the ion C9H8NO2 with charge -1 in a non-equilibrium geometry, from the OMol25 dataset.

Summary:
Gap between HOMO and LUMO ... 0.21051 hartree
E_tot ... -15044.2710 eV
Energy above the lowest of the compared OMol25 structures with the same formula, charge and spin ... 3.318 eV

The geometry in ORCA input format:
```
! RIJCOSX wB97M-V def2-TZVPD def2/J DEFGRID3
* xyz -1 1
C -0.689 0.215 1.893
C 0.325 -0.006 0.754
C 1.860 0.597 0.970
O 2.882 -0.106 0.720
C 1.794 1.618 1.836
O 1.879 2.794 2.118
C 0.350 -1.492 0.227
N -0.276 -0.995 -0.969
C -0.775 -1.123 -2.229
C -1.213 0.103 -2.623
C -0.966 1.068 -1.514
C -0.341 0.339 -0.558
H -1.588 0.523 1.261
H -0.257 0.841 2.694
H -0.884 -0.804 2.454
H 1.435 -1.721 -0.035
H -0.132 -2.292 0.839
H -0.654 -2.058 -2.859
H -1.633 0.302 -3.520
H -1.117 2.198 -1.458
*
```

Record 2
The following is a quantum chemistry calculation of the ion C15H24N3OS with charge +1 in a non-equilibrium geometry, from the OMol25 dataset.

Summary:
Gap between HOMO and LUMO ... 0.28445 hartree
E_tot ... -33290.7077 eV
Energy above the lowest of the compared OMol25 structures with the same formula, charge and spin ... 0.000 eV

The geometry in ORCA input format:
```
! RIJCOSX wB97M-V def2-TZVPD def2/J DEFGRID3
* xyz 1 1
C -1.701 0.015 -1.998
C -0.670 -0.623 -2.924
N 0.508 0.214 -3.123
C 0.250 1.378 -3.961
C 1.252 2.498 -3.704
C 1.666 -0.550 -3.562
C 2.718 -0.697 -2.449
O 2.212 -1.399 -1.327
C 1.536 -0.777 -0.358
C 1.352 0.614 -0.247
C 0.672 1.165 0.811
C 0.140 0.333 1.797
N -0.563 0.718 2.893
C -0.913 -0.294 3.596
N -1.674 -0.117 4.818
C -3.002 -0.758 4.728
C -0.923 -0.587 6.000
S -0.434 -1.883 3.020
C 0.324 -1.069 1.677
C 1.010 -1.626 0.626
H -2.184 0.871 -2.460
H -1.227 0.340 -1.076
H -2.470 -0.717 -1.763
H -0.333 -1.555 -2.464
H -1.148 -0.875 -3.885
H -0.747 1.749 -3.725
H 0.262 1.109 -5.030
H 2.271 2.176 -3.903
H 1.029 3.340 -4.353
H 1.185 2.835 -2.672
H 2.156 -0.059 -4.406
H 1.375 -1.555 -3.889
H 3.539 -1.317 -2.817
H 3.116 0.278 -2.158
H 1.725 1.265 -1.018
H 0.533 2.230 0.893
H -1.802 0.902 4.891
H -3.580 -0.548 5.627
H -3.538 -0.378 3.860
H -2.876 -1.834 4.624
H -0.755 -1.660 5.916
H -1.486 -0.380 6.908
H 0.040 -0.080 6.051
H 1.156 -2.689 0.535
*
```

Record 3
The following is a quantum chemistry calculation of a cluster of 11 separate species, C23H58F4N9O21S4 in total in a non-equilibrium geometry, from the OMol25 dataset.

Summary:
Gap between HOMO and LUMO ... 0.17461 hartree
E_tot ... -135378.9138 eV
Energy above the lowest of the compared OMol25 structures with the same formula, charge and spin ... 2.267 eV

The geometry in ORCA input format:
```
! RIJCOSX wB97M-V def2-TZVPD def2/J DEFGRID3
* xyz 3 1
N 6.349 -8.798 -1.250
S 7.627 -8.914 -2.052
O 7.780 -8.156 -3.267
O 8.355 -10.149 -1.937
F 8.483 -8.042 -0.928
S 5.450 -9.783 -2.299
O 5.607 -11.181 -2.144
O 5.084 -9.262 -3.597
F 4.086 -9.540 -1.488
N -0.012 -8.447 -4.012
S -0.300 -9.541 -5.054
O -1.458 -10.321 -4.722
O 0.751 -10.071 -5.875
F -0.971 -8.435 -6.109
S 0.703 -9.498 -2.862
O 1.925 -10.076 -3.351
O -0.166 -10.220 -1.974
F 1.225 -8.333 -1.869
C 10.527 -4.720 -7.997
C 9.335 -5.564 -8.263
O 9.071 -6.193 -9.214
N 8.282 -5.525 -7.102
H 8.421 -4.715 -6.501
H 7.419 -5.388 -7.629
C 8.362 -6.795 -6.257
H 11.285 -5.071 -8.696
H 10.809 -4.675 -6.949
H 10.273 -3.709 -8.330
H 9.412 -7.025 -6.101
H 7.973 -7.652 -6.813
H 7.768 -6.731 -5.351
C 5.232 -3.752 -0.931
C 5.491 -5.073 -1.568
O 5.743 -5.248 -2.708
N 5.251 -6.292 -0.668
H 5.622 -7.153 -1.134
H 5.773 -6.197 0.200
C 3.732 -6.503 -0.571
H 5.590 -3.746 0.100
H 4.166 -3.517 -0.928
H 5.702 -2.967 -1.519
H 3.321 -5.631 -0.065
H 3.599 -7.361 0.080
H 3.361 -6.569 -1.587
C 11.836 -5.617 -4.106
C 10.575 -5.487 -3.265
O 9.487 -5.393 -3.746
N 10.817 -5.057 -1.843
H 11.409 -5.782 -1.405
H 11.433 -4.250 -1.952
C 9.601 -4.832 -0.978
H 11.462 -5.933 -5.073
H 12.430 -6.404 -3.627
H 12.485 -4.742 -4.132
H 8.835 -5.518 -1.323
H 9.287 -3.814 -1.202
H 9.946 -4.914 0.048
C 3.828 -13.161 -3.693
C 3.291 -13.397 -2.279
O 3.314 -12.636 -1.364
N 2.812 -14.798 -1.847
H 2.172 -14.508 -1.105
H 2.321 -15.359 -2.543
C 3.922 -15.630 -1.197
H 3.044 -12.564 -4.173
H 3.897 -14.171 -4.095
H 4.702 -12.520 -3.773
H 4.788 -15.786 -1.830
H 3.435 -16.546 -0.870
H 4.170 -15.068 -0.300
C 8.501 -10.873 2.445
C 7.264 -10.738 1.644
O 6.703 -11.596 1.051
N 6.649 -9.352 1.598
H 7.362 -8.633 1.742
H 6.516 -9.243 0.571
C 5.554 -9.237 2.644
H 8.040 -11.045 3.429
H 9.126 -9.982 2.478
H 9.102 -11.750 2.229
H 4.705 -9.853 2.367
H 5.237 -8.199 2.735
H 6.009 -9.483 3.601
C 11.487 -12.901 -1.514
C 10.022 -13.169 -1.186
O 9.493 -12.653 -0.262
N 9.117 -13.981 -2.158
H 9.608 -13.853 -3.047
H 9.264 -14.962 -1.916
C 7.667 -13.491 -2.179
H 11.954 -12.295 -0.747
H 11.444 -12.299 -2.429
H 11.983 -13.838 -1.768
H 7.256 -13.384 -1.182
H 7.159 -14.264 -2.756
H 7.695 -12.620 -2.835
C 3.743 -6.683 -5.192
C 2.439 -6.925 -5.852
O 2.246 -7.543 -6.833
N 1.183 -6.260 -5.215
H 0.516 -6.936 -4.799
H 1.494 -5.752 -4.388
C 0.595 -5.282 -6.200
H 3.698 -7.024 -4.158
H 4.233 -5.728 -5.365
H 4.315 -7.443 -5.732
H 1.278 -4.444 -6.353
H -0.287 -4.841 -5.743
H 0.445 -5.678 -7.199
O 11.499 -9.496 -0.424
C 11.751 -8.335 -1.119
O 11.973 -7.302 -0.453
O 11.567 -8.433 -2.363
H 11.214 -9.987 -1.221
O 6.330 -9.409 -6.241
C 7.320 -10.356 -6.082
O 7.443 -10.915 -4.962
O 7.918 -10.740 -7.102
H 6.116 -9.278 -5.301
*
```